The following is a DFT calculation (the ωB97M-V functional and the def2-TZVPD basis) of a structure of composition C22H22Cl2NOSe3SiTbTe in a non-equilibrium geometry.

Last column: Löwdin spin population.
Geometry (Å):
Tb 0.78 -2.84 0.50  6.1403
Se 2.85 -4.24 -0.91  -0.0219
Se 3.72 -3.18 1.04  -0.0145
Te 2.56 -3.86 3.21  -0.0076
Se 0.37 -2.71 3.36  -0.0216
Cl -0.43 -4.25 -3.42  -0.0002
C -1.95 -4.32 -2.55  -0.0013
C -3.13 -4.39 -3.20  0.0000
C -4.32 -4.27 -2.43  -0.0009
C -4.29 -3.95 -1.07  0.0000
C -3.09 -3.95 -0.40  -0.0014
Cl -2.99 -3.49 1.25  0.0009
C -1.79 -4.11 -1.07  -0.0028
N -0.75 -3.96 -0.42  -0.0401
H -3.22 -4.51 -4.27  0.0000
H -5.27 -4.22 -2.86  -0.0001
H -5.24 -3.69 -0.51  0.0000
C -1.56 2.73 1.25  0.0000
C -1.40 1.25 0.68  -0.0001
C -2.23 1.05 -0.63  0.0000
C -1.70 0.21 1.80  0.0004
Si 0.54 0.98 0.38  -0.0019
O 0.74 -0.60 0.10  -0.0268
C 1.82 1.62 1.68  -0.0001
C 1.65 1.13 3.02  -0.0001
C 2.53 1.46 4.04  0.0000
C 3.63 2.32 3.74  0.0000
C 3.83 2.79 2.48  0.0000
C 2.92 2.50 1.44  0.0000
C 1.08 1.76 -1.26  -0.0001
C 1.35 3.11 -1.36  0.0000
C 1.80 3.65 -2.60  0.0000
C 1.92 2.84 -3.66  0.0000
C 1.73 1.46 -3.57  0.0000
C 1.22 0.92 -2.40  0.0000
H -2.49 2.91 1.76  0.0000
H -1.57 3.42 0.41  0.0000
H -0.69 2.91 1.88  0.0000
H -3.29 1.27 -0.55  0.0000
H -2.18 -0.01 -0.90  0.0000
H -1.77 1.60 -1.47  0.0000
H -2.75 0.22 2.08  0.0000
H -1.14 0.31 2.68  0.0000
H -1.49 -0.82 1.44  0.0003
H 0.85 0.40 3.20  0.0000
H 2.22 1.09 5.02  0.0000
H 4.41 2.52 4.53  0.0000
H 4.63 3.47 2.35  0.0000
H 3.01 3.00 0.47  0.0000
H 1.24 3.75 -0.48  0.0000
H 2.18 4.66 -2.57  0.0000
H 2.17 3.35 -4.61  0.0000
H 1.95 0.79 -4.42  0.0000
H 1.04 -0.10 -2.19  0.0000

Computed properties:
Gap between HOMO and LUMO (alpha / beta) = 4.67 / 4.69 eV
Net charge = -2
Expectation value of S² = 12.710
LUMO (alpha / beta) = 4.0 / 4.0 eV
E_tot = -285404.0708 eV
2S+1 = 7

The following is a DFT calculation (the ωB97M-V functional and the def2-TZVPD basis) of a cluster of 6 separate species, C22H22Cl6N4 in total in a non-equilibrium geometry.

Last column: Mulliken charge in e.
Geometry (Å):
Cl 19.42 11.75 12.67  -0.1168
C 19.83 13.27 13.37  0.1520
Cl 18.33 14.17 13.68  -0.1229
Cl 21.15 14.19 12.54  -0.1250
H 20.20 12.96 14.35  0.2111
Cl 18.26 10.46 20.60  -0.1202
C 19.92 10.67 20.03  0.0753
Cl 20.95 11.10 21.42  -0.1268
Cl 19.92 12.04 18.92  -0.1174
H 20.32 9.79 19.54  0.2874
C 19.54 3.61 24.50  -0.1483
C 19.45 2.97 23.28  -0.4136
C 20.09 3.62 22.18  -0.1318
N 20.72 4.84 22.37  -0.5484
C 20.67 5.49 23.55  -0.2476
C 20.17 4.86 24.62  -0.3064
H 19.10 3.20 25.39  0.3452
H 19.16 1.93 23.19  0.3489
H 20.14 3.10 21.24  0.3731
H 21.20 6.43 23.54  0.3955
H 20.24 5.33 25.59  0.3331
C 17.83 6.99 16.69  -0.2338
C 17.47 5.67 17.06  -0.3183
C 18.48 4.67 16.98  -0.2637
N 19.79 4.98 16.79  -0.5224
C 20.13 6.25 16.38  -0.2581
C 19.13 7.27 16.31  -0.3961
H 17.10 7.77 16.85  0.3749
H 16.42 5.46 17.19  0.3713
H 18.32 3.63 17.19  0.3874
H 21.16 6.46 16.13  0.4173
H 19.40 8.29 16.09  0.4426
C 26.38 9.03 15.46  -0.1696
C 25.67 9.40 16.56  -0.4789
C 24.66 10.36 16.39  -0.2225
N 24.12 10.66 15.20  -0.4418
C 24.90 10.29 14.12  -0.1593
C 26.04 9.46 14.18  -0.3174
H 27.36 8.60 15.58  0.3368
H 26.05 9.36 17.57  0.3427
H 24.07 10.73 17.22  0.4173
H 24.57 10.44 13.11  0.3360
H 26.52 9.27 13.24  0.3593
C 16.52 13.05 25.36  -0.1688
C 17.62 13.88 25.63  -0.4314
C 17.75 14.37 26.99  -0.1608
N 16.76 14.06 27.94  -0.5127
C 15.70 13.26 27.62  -0.2717
C 15.60 12.77 26.31  -0.2167
H 16.33 12.75 24.34  0.3604
H 18.22 14.31 24.85  0.3588
H 18.52 15.04 27.36  0.3818
H 14.91 13.21 28.35  0.3698
H 14.81 12.21 25.85  0.2913

Computed properties:
Gap between HOMO and LUMO = 9.83 eV
Net charge = 0
LUMO = 0.3 eV
E_tot = -104262.2500 eV

Per-record energy above the lowest of the compared OMol25 structures with the same formula, charge and spin, kcal per mole: 0.0, 58.0